(1)
The following is a quantum chemistry calculation of a molecular structure, C22H28N2O3 in a non-equilibrium geometry, from the Open Molecules 2025 dataset.

XYZ file:
```
55
Properties=species:S:1:pos:R:3:forces:R:3
C 6.101681 3.367776 3.789386 -7.09 -0.93 -3.58
H 6.927950 3.521668 4.266599 5.10 0.16 2.70
O 6.325620 2.368106 2.641628 4.15 3.63 7.21
C 5.392646 2.137227 1.859760 -3.58 0.00 -4.52
C 4.089992 2.845974 1.837602 10.95 -9.94 -7.45
C 3.260824 2.240086 1.043410 -4.22 -0.29 -2.98
C 3.597496 1.255678 0.219920 0.94 -4.38 -8.75
C 4.905851 0.789343 -0.111890 1.84 -1.40 2.58
C 5.863967 1.206647 0.839965 -7.03 2.39 -0.48
H 6.755319 0.807660 0.921823 4.51 -1.59 0.43
H 5.285084 -0.150625 -0.819477 -1.70 2.89 1.51
C 2.693821 0.753877 -1.111532 -6.46 4.52 7.19
H 1.827822 1.780132 -1.281400 2.86 -3.05 -0.27
H 3.081077 0.322232 -1.928410 2.23 -0.63 -3.05
C 1.670592 -0.331828 -0.602743 3.51 -1.43 5.61
C 0.766410 -0.826564 -1.531188 -7.08 4.35 -2.83
H 1.195912 -1.211410 -2.336168 2.19 -2.12 -3.50
C -0.426572 -1.692265 -1.120006 3.38 -2.18 -5.99
N -1.238818 -1.142757 -0.289933 2.95 -0.76 14.20
C -2.165577 -0.263680 -0.250158 -0.90 2.81 -1.11
O -2.475645 0.687143 0.481097 0.73 -1.40 1.28
N -2.719618 -0.343255 -1.431845 -6.62 0.79 -5.33
H -2.733840 -1.170094 -2.101661 0.31 1.40 1.88
C -4.041503 0.383592 -1.569338 2.30 2.80 -7.22
C -5.218629 -0.385174 -1.753523 -3.06 -3.75 10.05
C -6.197091 -0.801803 -2.552390 6.07 4.91 -1.22
C -7.269814 -1.473985 -2.193138 -3.93 -4.08 -2.60
C -7.415692 -2.219387 -1.126911 0.62 1.34 6.93
C -6.555541 -1.743698 0.167248 1.40 3.36 -18.47
C -5.595461 -0.894805 -0.120318 0.08 0.10 -5.91
H -4.865926 -0.641102 0.520009 2.24 1.40 2.60
H -6.767289 -2.003244 0.950197 -4.02 -5.40 15.08
H -8.289302 -2.814584 -0.841994 0.37 -0.02 -0.76
H -7.862398 -1.786070 -3.049638 -0.60 0.31 0.04
H -5.933457 -0.335636 -3.463840 -1.07 -0.15 -2.15
H -4.107033 0.737400 -2.794716 1.26 -0.06 2.32
H -4.100592 1.400710 -1.120214 0.07 -1.44 0.40
C -0.354212 -1.051403 1.222567 -0.68 8.48 -9.71
H -0.926376 -0.490894 1.798703 -2.44 1.95 3.02
C 0.967807 -0.076085 0.733977 -4.08 0.50 1.29
H 1.347863 0.102606 1.721628 2.06 -0.62 0.15
H 0.535938 0.871611 0.654964 -1.41 1.82 -0.55
H 0.096130 -1.825122 1.393456 3.48 -9.05 2.35
H -1.078872 -1.816298 -1.973060 0.84 -0.79 -1.39
H 0.083245 -2.618976 -0.896017 -1.14 -0.71 0.73
H 0.128479 0.136653 -2.104287 1.86 -1.92 1.61
C 2.475363 -1.540499 -0.062858 3.84 -1.18 -4.42
O 1.721528 -2.683419 0.344588 4.66 -2.68 0.17
H 2.556744 -3.418617 0.420689 -3.88 2.79 -0.11
H 3.362189 -1.865401 -0.967352 -2.55 0.31 1.52
H 3.247262 -1.260653 0.606874 0.00 0.57 1.56
H 2.246039 2.600478 0.883598 -0.07 0.07 0.46
H 3.714620 3.334573 2.436698 -5.42 9.51 11.08
H 5.779675 4.382101 3.392337 0.32 -1.32 -0.08
H 5.214775 3.054646 4.504077 1.91 0.11 -1.53
```
Forces are in eV/Å.

Results
- Gap between HOMO and LUMO: 8.27 eV
- HOMO energy: -7.829 eV
- Total charge: 0

(2)
The following is a quantum chemistry calculation of a single C9H13BrClNSi molecule in a non-equilibrium geometry, from the Open Molecules 2025 dataset.

XYZ file:
```
26
Properties=species:S:1:pos:R:3:forces:R:3
C 2.872421 -1.828908 1.297819 1.49 0.03 -0.73
C 1.869537 -2.712688 1.348769 -2.92 -2.21 0.66
C -0.526684 -3.111888 1.078934 2.25 0.18 0.22
C 1.363900 -0.274112 0.311249 -1.03 0.61 -0.82
C 2.593501 -0.606882 0.615574 0.78 0.44 0.63
C 0.570748 -2.254332 1.011422 -0.26 -1.13 0.08
C -1.535296 0.553286 0.529759 0.72 1.05 -0.74
C -0.074731 1.100118 -2.275075 -0.29 1.18 2.30
C 0.864596 2.748447 0.033443 0.42 -0.25 1.55
N -1.776436 -2.901899 0.783179 -1.46 -3.18 0.93
Si 0.204949 1.037854 -0.352174 -0.68 -0.41 -0.22
Cl 4.068975 0.367714 0.345758 -0.14 0.26 -0.14
Br -0.190920 -5.090417 1.633319 -0.61 -0.23 -0.06
H 3.866369 -2.143922 1.579292 0.18 0.36 0.06
H 1.984454 -3.799065 1.669895 0.06 1.64 -0.24
H -2.021329 1.412646 1.112988 0.48 -1.34 -1.08
H -2.139876 0.162094 -0.329566 0.00 0.65 0.77
H -1.350918 -0.296320 1.187230 0.12 0.29 0.24
H 0.559197 1.935384 -2.590195 -0.22 -0.21 -0.25
H 0.187517 0.211907 -2.764144 0.14 -1.23 -0.91
H -1.143774 1.364187 -2.364117 0.48 -0.15 -0.38
H 1.939289 2.887518 -0.123060 0.09 -0.68 0.30
H 0.510438 3.595971 -0.496347 -1.16 0.58 -0.71
H 0.637714 2.923336 1.104593 0.37 0.14 -0.37
H -2.584694 -3.559761 0.878804 1.76 0.34 0.16
H -2.049116 -2.072885 0.414456 -0.59 3.26 -1.25
```
Forces are in eV/Å.

Results
- 2S+1: 3
- Gap between HOMO and LUMO (spin up / spin down): 6.05 / 6.78 eV
- HOMO energy (spin up / spin down): -6.124 / -8.903 eV
- Total charge: 0
- Expectation value of S²: 2.084

(3)
The following is a quantum chemistry calculation of 7 unconnected molecules or ions with the total composition C18H50O7 in a non-equilibrium geometry, from the Open Molecules 2025 dataset.

XYZ file:
```
75
Properties=species:S:1:pos:R:3:forces:R:3
O 0.385545 -0.433841 0.578081 -0.90 0.25 0.38
H 0.626336 -0.654128 -0.321772 0.20 -0.30 -1.09
H 1.210856 -0.182365 0.992644 0.85 0.08 0.51
C 0.263465 1.729332 3.431848 0.83 0.65 -1.24
C -0.832100 2.185350 2.485048 0.82 -1.24 0.04
C -0.418995 2.995361 1.261804 0.25 0.19 -0.18
O -1.509612 0.959672 2.095280 -2.39 0.78 0.00
H 0.896559 2.615698 3.472337 0.11 0.08 1.32
H 0.952802 1.009079 2.991231 -0.25 -0.31 -0.23
H -0.167454 1.293125 4.333029 0.32 0.52 0.15
H -1.461731 2.789993 3.137793 -0.75 -0.20 -0.50
H 0.002210 3.964647 1.528597 -0.32 0.14 0.26
H -1.269731 3.151830 0.598588 -0.20 0.19 0.14
H 0.354666 2.580135 0.615940 0.09 -0.70 0.27
H -0.948633 0.408419 1.544800 0.93 -0.04 -0.31
C 5.442177 0.530110 1.828374 0.15 0.15 -1.03
C 4.020042 1.013405 1.283496 1.90 -0.53 0.90
C 3.883448 1.255880 -0.235788 -0.20 -0.93 -0.03
O 3.097649 0.043690 1.760154 -1.35 -0.46 -0.51
H 6.268897 1.219731 1.657901 -0.33 0.51 0.21
H 5.862506 -0.361790 1.363707 -0.66 -0.26 -0.89
H 5.487568 0.182123 2.860337 -0.65 0.79 0.38
H 3.739047 1.920924 1.817869 0.23 0.25 -0.11
H 2.848247 1.160177 -0.563366 -0.46 0.47 0.49
H 4.292988 0.451411 -0.846701 0.72 -0.06 0.25
H 4.260514 2.210918 -0.601606 0.15 -0.04 0.33
H 3.529730 -0.705504 2.176813 0.20 0.09 -0.11
C 0.892065 -2.047187 -4.300250 -0.89 0.57 0.30
C 0.148260 -1.783095 -2.968445 1.94 -1.19 0.14
C -0.489671 -3.071540 -2.460126 -1.42 0.46 -0.53
O 1.139045 -1.423752 -1.962073 -0.27 1.25 0.23
H 1.216656 -1.131347 -4.794192 0.18 0.09 0.30
H 0.187354 -2.497432 -4.999367 0.18 -0.35 -0.03
H 1.750637 -2.687756 -4.098705 -0.11 -0.13 -0.21
H -0.479924 -0.894938 -3.036698 -0.29 -0.24 0.02
H 0.243185 -3.868256 -2.332660 0.04 0.14 0.14
H -1.252892 -3.435407 -3.148013 0.17 -0.12 -0.43
H -1.087445 -2.915406 -1.562136 0.54 -0.02 0.46
H 1.700838 -2.161608 -1.713974 -0.08 -0.36 -0.28
C -1.401101 -4.320126 3.197807 -0.90 1.72 0.08
C -1.158913 -2.867289 2.721388 2.85 0.13 0.46
C -0.022043 -2.166407 3.545100 -0.84 -0.51 -0.52
O -0.624471 -2.995674 1.431362 -0.15 -1.01 -1.76
H -0.556942 -5.008641 3.159891 0.20 0.50 -0.42
H -2.208247 -4.646865 2.542182 -0.11 -0.63 0.47
H -1.677760 -4.226605 4.247960 -0.51 -0.43 -0.02
H -2.021143 -2.206214 2.633843 -0.61 -0.34 0.65
H -0.357589 -1.932451 4.555436 0.35 0.01 0.08
H 0.340801 -1.281668 3.021959 -0.41 0.28 0.17
H 0.834731 -2.838463 3.496341 -0.07 -0.20 0.52
H -0.426881 -2.158121 1.005848 0.29 0.37 0.43
C 1.057192 3.633386 -2.411512 -1.39 -0.98 0.47
C 0.274397 2.367722 -2.840403 0.76 1.13 -1.00
C -1.206606 2.539178 -3.037946 -1.00 -0.39 0.89
O 0.727853 2.053630 -4.140779 0.51 -0.69 -0.69
H 0.707176 3.957939 -1.431583 0.08 0.19 0.12
H 0.814429 4.400726 -3.146600 0.62 0.07 0.05
H 2.096397 3.319229 -2.314227 0.13 0.56 -0.29
H 0.575622 1.546854 -2.189589 -0.60 -0.22 0.43
H -1.667636 2.536428 -2.050245 -0.35 0.20 0.15
H -1.653030 1.724138 -3.607611 0.32 -0.42 0.12
H -1.576149 3.405253 -3.587000 0.69 0.42 0.18
H 1.622434 1.719114 -4.043737 0.22 0.01 -0.33
C -2.897708 -0.990409 -0.471444 0.77 -0.92 0.15
C -3.807390 0.220980 -0.355908 -1.25 0.03 0.68
C -5.197602 0.122325 -0.853181 -1.37 -0.83 -2.12
O -3.968555 0.567707 0.957053 -1.91 -0.06 0.12
H -3.479228 -1.835656 -0.103352 -0.16 -0.10 -0.29
H -2.018851 -0.990563 0.173314 0.01 0.48 -0.10
H -2.562615 -1.138642 -1.498013 -0.25 0.13 0.03
H -3.330788 1.114252 -0.759643 0.97 0.60 -0.56
H -5.349687 -0.078282 -1.913720 1.02 0.41 -0.52
H -5.781140 1.032447 -0.714411 0.03 -0.25 0.63
H -5.686708 -0.807280 -0.562127 -0.14 0.27 1.15
H -3.197352 0.812392 1.473751 2.93 0.30 1.06
```
Forces are in eV/Å.

Results
- 2S+1: 2
- Gap between HOMO and LUMO (spin up / spin down): 9.95 / 3.60 eV
- HOMO energy (spin up / spin down): -12.136 / -12.134 eV
- Total charge: +1
- Expectation value of S²: 0.754

(4)
The following is a quantum chemistry calculation of 2 unconnected molecules or ions with the total composition C13H21FN3O in a non-equilibrium geometry, from the Open Molecules 2025 dataset.

XYZ file:
```
39
Properties=species:S:1:pos:R:3:forces:R:3
N 0.821921 -1.258312 -0.983255 -0.03 0.04 0.08
C 0.748661 0.070394 -1.036484 0.42 0.01 -0.19
N 0.841996 0.779137 -2.166310 -1.35 -0.17 -0.01
C 0.357307 2.153464 -1.903622 0.41 0.43 -0.27
C -0.248156 2.041478 -0.499520 0.66 -0.17 0.22
C -1.726838 1.701267 -0.491675 -0.25 0.21 0.02
C -2.587502 2.941754 -0.748199 0.08 0.03 0.13
C -4.090102 2.636363 -0.767193 -0.02 -0.05 -0.07
C -4.685995 2.404953 -2.180439 -0.12 -0.10 0.07
O -3.701396 2.328145 -3.214055 0.14 -0.16 0.08
N 0.574007 0.887098 0.011028 -0.44 -0.28 0.12
H 0.460129 -1.806210 -1.746338 0.49 -0.02 -0.16
H 1.273644 -1.750002 -0.222018 -0.22 -0.03 0.08
H 0.607736 0.322864 -3.035705 0.35 0.05 -0.14
H 1.218201 2.825093 -1.931866 -0.08 -0.04 0.10
H -0.343656 2.490600 -2.668420 -0.09 -0.18 0.15
H -0.025943 2.905126 0.126595 -0.09 0.07 -0.17
H -1.990731 1.271954 0.483652 0.01 0.02 -0.12
H -1.948467 0.946397 -1.258394 0.10 -0.04 0.10
H -2.289201 3.387338 -1.699759 -0.07 0.08 0.08
H -2.380294 3.673864 0.038818 0.02 -0.06 -0.06
H -4.618759 3.467046 -0.294057 -0.01 -0.09 -0.09
H -4.292361 1.758018 -0.144609 0.06 0.09 0.00
H -5.359224 3.226311 -2.434285 0.15 -0.03 -0.05
H -5.284436 1.489422 -2.187435 -0.02 0.13 0.04
H -3.596598 1.408370 -3.473736 -0.10 0.10 -0.04
H 0.258530 0.437394 0.860350 0.04 0.10 0.04
F 2.596441 -3.115401 0.293619 -0.04 0.08 0.08
C 3.055635 -3.341971 1.567498 0.02 -0.04 0.02
C 3.357997 -4.634591 1.929841 -0.02 -0.05 -0.04
C 3.820994 -4.854999 3.219341 0.00 0.03 0.02
C 3.967220 -3.796244 4.105272 0.00 0.00 0.00
C 3.653560 -2.505757 3.704588 0.00 -0.03 0.01
C 3.192382 -2.266602 2.417049 -0.03 0.05 -0.03
H 3.234005 -5.442138 1.221833 0.01 0.01 -0.01
H 4.069840 -5.860317 3.529848 0.00 -0.01 0.00
H 4.329474 -3.977126 5.107511 0.00 0.00 0.00
H 3.771075 -1.679251 4.391881 0.01 0.01 0.00
H 2.958901 -1.264927 2.078653 0.02 0.00 -0.01
```
Forces are in eV/Å.

Results
- Gap between HOMO and LUMO: 9.09 eV
- HOMO energy: -11.922 eV
- Total charge: +1